No. 1
Formula: C5H13NO3
Source: the Open Molecules 2025 dataset
Level of theory: wB97M-V/def2-TZVPD

Each line ends with the natural charge from an NBO analysis.
Atoms and positions in Å:
C: 0.582 -0.235 1.073  0.54
C: 0.143 -0.433 2.497  -0.67
C: -0.817 1.066 0.393  -0.95
C: 1.872 0.530 0.881  -0.70
O: 0.457 -1.361 0.363  -0.72
H: 0.624 -1.138 -0.603  0.51
H: 2.679 -0.071 1.310  0.23
H: 0.110 0.510 3.037  0.22
H: -0.830 -0.917 2.531  0.23
H: 0.868 -1.090 2.986  0.24
H: -1.687 0.467 0.655  0.23
H: -1.104 1.748 -0.422  0.27
H: -0.659 1.800 1.180  0.23
H: 2.085 0.693 -0.173  0.24
H: 1.841 1.483 1.404  0.22
N: -0.615 -0.087 -2.742  -0.34
C: -1.516 -1.096 -2.754  0.49
O: 0.379 0.018 -1.785  -0.65
O: -2.352 -1.249 -3.622  -0.61
H: -0.122 0.587 -0.806  0.48
H: -0.484 0.487 -3.564  0.38
H: -1.453 -1.712 -1.837  0.11

Its energy above the lowest of the compared OMol25 structures with the same formula, charge and spin is 110.2 kcal per mole. Its net charge is 0. The frontier orbital gap is 9.5 eV. The value obtained for the largest force on an atom is 2.4 eV/A. The LUMO energy comes out at 0.637 eV. The HOMO energy comes out at -0.3272 hartree. The calculation puts the molar mass at 135.16 g mol⁻¹.


No. 2
Formula: C5H13NO3
Source: the Open Molecules 2025 dataset
Level of theory: wB97M-V/def2-TZVPD

Each line ends with the natural charge from an NBO analysis.
Atoms and positions in Å:
C: -1.737 1.255 0.741  1.01
C: -1.318 -1.592 -0.323  -0.41
N: -0.935 -0.675 0.738  -0.83
O: -0.585 1.970 0.720  -0.71
O: -2.320 1.285 -0.477  -0.70
O: -2.381 1.055 1.786  -0.76
H: -0.441 2.332 1.604  0.50
H: -3.233 0.988 -0.378  0.50
H: -1.539 -0.723 1.641  0.42
H: 0.074 -0.609 0.833  0.40
H: -0.845 -2.575 -0.218  0.18
H: -2.399 -1.726 -0.310  0.20
H: -1.037 -1.159 -1.282  0.20
C: 1.681 0.638 -1.428  -0.66
C: 2.280 0.256 -0.116  -0.16
C: 2.531 -0.986 0.271  -0.43
H: 2.424 1.073 0.581  0.20
H: 1.559 -0.229 -2.075  0.21
H: 2.320 1.363 -1.935  0.22
H: 0.709 1.108 -1.274  0.24
H: 2.313 -1.832 -0.365  0.19
H: 2.879 -1.217 1.266  0.20

Its energy above the lowest of the compared OMol25 structures with the same formula, charge and spin is 40.0 kcal per mole. Its net charge is 0. The frontier orbital gap is 10.0 eV. The value obtained for the largest force on an atom is 3.0 eV/A. The LUMO energy comes out at 0.739 eV. The HOMO energy comes out at -0.3407 hartree. As for the structure (SMILES): O=C(O)O.C=CC.CN. The calculation puts the molar mass at 135.16 g mol⁻¹.


No. 3
Formula: C5H13NO3
Source: the Open Molecules 2025 dataset
Level of theory: wB97M-V/def2-TZVPD

Each line ends with the natural charge from an NBO analysis.
Atoms and positions in Å:
C: 1.323 1.562 -1.932  0.54
C: -0.495 -0.969 -0.839  -0.70
N: 2.210 0.962 -1.127  -0.81
O: 0.300 2.109 -1.531  -0.64
H: -0.018 1.542 -0.042  0.51
H: 1.672 1.702 -2.966  0.13
H: 3.078 0.606 -1.477  0.40
H: 1.896 0.754 -0.181  0.43
H: 0.522 -1.355 -0.886  0.20
H: -0.802 -0.380 -1.698  0.21
H: -1.149 -1.835 -0.780  0.21
C: 0.508 -1.477 2.051  -0.25
C: -2.252 0.370 0.486  -0.64
C: -0.820 -0.143 0.582  0.56
O: -0.774 -1.015 1.667  -0.54
O: 0.081 0.894 0.756  -0.80
H: 0.933 -2.148 1.301  0.16
H: 1.200 -0.647 2.228  0.18
H: 0.360 -2.021 2.988  0.19
H: -2.934 -0.470 0.368  0.22
H: -2.340 1.046 -0.367  0.21
H: -2.499 0.910 1.400  0.22

Its energy above the lowest of the compared OMol25 structures with the same formula, charge and spin is 21.3 kcal per mole. Its net charge is 0. The frontier orbital gap is 10.0 eV. The value obtained for the largest force on an atom is 2.8 eV/A. The LUMO energy comes out at 0.724 eV. The HOMO energy comes out at -0.3407 hartree. As for the structure (SMILES): COC(C)(C)O.NC=O. The calculation puts the molar mass at 135.16 g mol⁻¹.


No. 4
Formula: C5H13NO3
Source: the Open Molecules 2025 dataset
Level of theory: wB97M-V/def2-TZVPD

Each line ends with the natural charge from an NBO analysis.
Atoms and positions in Å:
C: -1.850 -0.441 0.355  0.10
C: -2.760 -1.285 -0.520  -0.63
C: -2.221 -0.515 1.831  -0.63
O: -0.523 -0.983 0.089  -0.75
H: 0.121 -0.693 0.751  0.49
H: -1.863 0.609 0.017  0.15
H: -1.547 0.098 2.427  0.21
H: -2.067 -1.575 -1.340  0.23
H: -3.627 -0.723 -0.856  0.21
H: -3.059 -2.203 -0.008  0.21
H: -2.153 -1.544 2.180  0.21
H: -3.239 -0.158 1.971  0.21
C: 1.321 1.274 -1.517  -0.43
N: 2.678 1.259 -1.026  -0.62
C: 3.069 0.547 0.043  0.88
O: 4.405 0.683 0.248  -0.70
O: 2.360 -0.125 0.755  -0.68
H: 4.653 0.156 1.021  0.50
H: 3.378 1.812 -1.495  0.40
H: 1.321 1.202 -2.604  0.20
H: 0.795 0.413 -1.104  0.26
H: 0.806 2.190 -1.217  0.19

Its energy above the lowest of the compared OMol25 structures with the same formula, charge and spin is 1.5 kcal per mole. Its net charge is 0. The frontier orbital gap is 10.7 eV. The value obtained for the largest force on an atom is 1.1 eV/A. The LUMO energy comes out at 0.753 eV. The HOMO energy comes out at -0.3643 hartree. As for the structure (SMILES): CNC(=O)O.CC(C)O. The calculation puts the molar mass at 135.16 g mol⁻¹.


No. 5
Formula: C5H13NO3
Source: the Open Molecules 2025 dataset
Level of theory: wB97M-V/def2-TZVPD

Each line ends with the natural charge from an NBO analysis.
Atoms and positions in Å:
C: -0.280 0.967 -1.899  -0.08
O: 0.521 1.534 -2.936  -0.72
C: 0.032 -0.516 -1.771  -0.43
C: -1.055 -1.346 -1.044  -0.39
C: -1.624 -0.749 0.241  -0.51
C: -0.458 -0.328 1.156  0.69
N: -0.045 -1.306 2.001  -0.84
O: 0.036 0.775 1.076  -0.63
H: -0.245 1.581 -1.004  0.20
H: -1.318 1.046 -2.235  0.16
H: 1.432 1.391 -2.669  0.46
H: 0.216 -0.847 -2.785  0.22
H: 0.896 -0.671 -1.139  0.19
H: -0.726 -2.382 -0.981  0.20
H: -1.832 -1.463 -1.816  0.21
H: -2.259 0.073 -0.007  0.23
H: -2.255 -1.459 0.778  0.22
H: -0.143 -2.285 1.813  0.40
H: 0.538 -1.076 2.787  0.42
H: 1.932 1.797 2.859  0.47
H: 2.298 0.663 2.056  0.47
O: 2.153 0.865 2.964  -0.94

Its energy above the lowest of the compared OMol25 structures with the same formula, charge and spin is 18.3 kcal per mole. Its net charge is 0. The frontier orbital gap is 10.5 eV. The value obtained for the largest force on an atom is 2.3 eV/A. The LUMO energy comes out at 0.744 eV. The HOMO energy comes out at -0.3591 hartree. As for the structure (SMILES): NC(=O)CCCCO.O. The calculation puts the molar mass at 135.16 g mol⁻¹.


No. 6
Formula: C5H13NO3
Source: the Open Molecules 2025 dataset
Level of theory: wB97M-V/def2-TZVPD

Each line ends with the natural charge from an NBO analysis.
Atoms and positions in Å:
O: 1.389 -3.339 7.270  -0.55
O: 1.167 -2.776 5.114  -0.50
C: 1.469 -2.541 6.365  0.66
N: -0.144 -1.170 0.782  -0.61
C: 0.000 0.000 0.000  -0.41
C: 0.895 -1.704 4.248  -0.07
C: 0.563 -0.933 2.007  -0.22
C: 0.506 -2.191 2.863  -0.43
H: 1.741 -1.469 6.428  0.08
H: 0.401 -1.911 0.323  0.35
H: -0.117 0.968 0.516  0.20
H: -0.659 -0.009 -0.884  0.19
H: 1.045 -0.094 -0.340  0.16
H: 0.010 -1.156 4.623  0.18
H: 1.758 -1.011 4.277  0.18
H: 1.605 -0.762 1.674  0.16
H: 0.214 -0.010 2.508  0.19
H: -0.468 -2.708 2.769  0.23
H: 1.291 -2.883 2.501  0.21
O: -1.393 1.574 -3.424  -0.94
H: -1.678 1.513 -4.364  0.47
H: -1.912 0.878 -2.962  0.47

Its energy above the lowest of the compared OMol25 structures with the same formula, charge and spin is 50.9 kcal per mole. Its net charge is 0. The frontier orbital gap is 9.9 eV. The value obtained for the largest force on an atom is 2.4 eV/A. The LUMO energy comes out at 0.686 eV. The HOMO energy comes out at -0.3377 hartree. As for the structure (SMILES): CNCCCOC=O.O. The calculation puts the molar mass at 135.16 g mol⁻¹.


No. 7
Formula: C5H13NO4S
Source: the Open Molecules 2025 dataset
Level of theory: wB97M-V/def2-TZVPD

Each line ends with the natural charge from an NBO analysis.
Atoms and positions in Å:
C: 2.862 0.318 1.039  -0.62
C: -2.164 0.794 0.318  -0.74
C: 0.957 -0.498 -0.218  -0.34
C: 1.306 0.284 0.924  -0.02
C: -1.924 -0.263 -0.677  0.09
N: -1.775 -0.256 -1.975  -0.77
O: -2.684 -2.510 0.175  -0.93
O: -0.575 -2.759 -0.857  -0.96
O: -0.771 -1.753 1.441  -0.96
O: 0.813 1.556 0.439  -0.73
S: -1.175 -1.816 0.047  2.20
H: 3.209 -0.680 1.140  0.22
H: 3.301 0.801 0.176  0.20
H: 3.094 0.987 1.868  0.22
H: -1.797 0.201 1.174  0.27
H: -1.368 1.614 0.318  0.27
H: -3.172 1.150 0.346  0.24
H: 1.064 -1.586 -0.249  0.22
H: 1.178 0.051 -1.188  0.15
H: 0.834 -0.037 1.849  0.23
H: -1.869 -1.109 -2.463  0.41
H: -2.614 -3.403 0.594  0.49
H: -1.443 0.578 -2.500  0.39
H: 1.041 1.640 -0.537  0.46

Its energy above the lowest of the compared OMol25 structures with the same formula, charge and spin is 120.4 kcal per mole. Its net charge is 0. The frontier orbital gap (alpha / beta) is 7.2 / 8.3 eV. The value obtained for the largest force on an atom is 3.4 eV/A. The LUMO energy (alpha / beta) comes out at -0.309 / -0.054 eV. The HOMO energy (alpha / beta) comes out at -0.2745 / -0.3060 hartree. The calculation puts the molar mass at 183.23 g mol⁻¹.


No. 8
Formula: C5H13NO6P2
Source: the Open Molecules 2025 dataset
Level of theory: wB97M-V/def2-TZVPD

Each line ends with the natural charge from an NBO analysis.
Atoms and positions in Å:
C: -0.657 -1.299 -1.815  -0.66
C: 2.234 -0.156 0.197  -0.43
C: 0.526 1.156 -0.912  -0.43
C: -2.646 1.413 3.545  -0.24
C: 0.613 -1.234 -1.191  -0.34
N: 1.072 -0.051 -0.655  -0.26
O: 1.324 -3.055 -2.938  -1.19
O: 3.127 -1.377 -2.174  -1.01
O: -2.287 2.599 0.040  -1.18
O: 2.449 -3.381 -0.632  -1.18
O: -0.669 2.115 1.879  -1.23
O: -2.974 1.361 2.202  -0.85
P: 1.895 -2.484 -1.694  2.30
P: -1.816 1.713 1.066  2.23
H: -1.496 -0.907 -1.184  0.21
H: -0.964 -2.379 -2.100  0.24
H: -0.761 -0.770 -2.807  0.18
H: 3.085 0.284 -0.348  0.21
H: 2.120 0.384 1.149  0.21
H: 2.451 -1.258 0.425  0.25
H: -1.559 0.406 0.539  -0.22
H: 0.608 2.102 -0.192  0.23
H: -0.467 1.178 -1.370  0.20
H: -1.841 2.093 3.591  0.21
H: -2.394 0.439 3.989  0.15
H: -3.465 1.945 4.070  0.13
H: 2.494 -0.835 -2.682  0.46

Its energy above the lowest of the compared OMol25 structures with the same formula, charge and spin is 46.2 kcal per mole. Its net charge is -2. The frontier orbital gap is 6.0 eV. The value obtained for the largest force on an atom is 4.2 eV/A. The LUMO energy comes out at 5.760 eV. The HOMO energy comes out at -0.0093 hartree. The calculation puts the molar mass at 245.11 g mol⁻¹.


No. 9
Formula: C5H13NOS
Source: the Open Molecules 2025 dataset
Level of theory: wB97M-V/def2-TZVPD

Each line ends with the natural charge from an NBO analysis.
Atoms and positions in Å:
C: 1.628 -1.999 -0.111  -0.06
O: 1.967 -1.999 1.260  -0.72
C: 1.272 -0.492 -0.548  -0.06
C: -0.021 -0.031 0.159  -0.44
C: -0.624 1.181 -0.463  -0.53
S: -1.802 1.877 0.771  0.22
C: -3.302 1.169 0.507  -0.81
N: 2.297 0.525 -0.640  -0.87
H: 0.579 -2.564 -0.234  0.15
H: 2.440 -2.430 -0.672  0.18
H: 1.658 -1.254 1.681  0.46
H: 1.086 -0.598 -1.700  0.17
H: 0.292 0.078 1.206  0.20
H: -0.733 -0.929 0.093  0.22
H: 0.030 2.048 -0.583  0.24
H: -1.006 0.915 -1.541  0.23
H: -3.960 1.236 1.425  0.24
H: -3.164 0.117 0.204  0.22
H: -3.940 1.755 -0.095  0.22
H: 3.179 0.206 -0.912  0.38
H: 2.122 1.189 0.196  0.36

Its energy above the lowest of the compared OMol25 structures with the same formula, charge and spin is 59.4 kcal per mole. Its net charge is 0. The frontier orbital gap is 9.3 eV. The value obtained for the largest force on an atom is 5.1 eV/A. The LUMO energy comes out at 0.855 eV. The HOMO energy comes out at -0.3093 hartree. As for the structure (SMILES): CSCC[C@@H](N)CO. The calculation puts the molar mass at 135.23 g mol⁻¹.


No. 10
Formula: C5H13NOS2
Source: the Open Molecules 2025 dataset
Level of theory: wB97M-V/def2-TZVPD

Each line ends with the natural charge from an NBO analysis.
Atoms and positions in Å:
C: 0.222 1.368 3.083  -0.92
C: 0.980 0.157 0.667  -0.57
C: -0.282 0.348 -0.114  -0.44
C: -0.565 -1.005 -0.816  -0.07
C: 0.590 -1.537 -1.653  -0.52
H: 0.403 1.964 4.176  0.28
H: -0.846 1.849 2.547  0.25
H: -0.001 0.007 3.190  0.24
H: 0.931 -0.733 1.269  0.21
H: 1.769 0.083 -0.038  0.23
H: -1.116 0.729 0.519  0.21
H: -0.090 1.199 -0.762  0.25
H: -0.822 -1.711 -0.036  0.18
H: -2.224 -1.483 -1.976  0.35
H: -2.299 -0.022 -1.335  0.36
H: 0.203 -2.462 -2.116  0.22
H: 1.479 -1.816 -0.930  0.23
H: -0.157 -0.455 -3.738  0.18
N: -1.674 -0.654 -1.742  -0.84
O: 0.946 2.860 1.032  -0.98
S: 1.375 1.660 1.743  1.25
S: 1.179 -0.346 -2.971  -0.09

Its energy above the lowest of the compared OMol25 structures with the same formula, charge and spin is 93.7 kcal per mole. Its net charge is 0. The frontier orbital gap is 9.3 eV. The value obtained for the largest force on an atom is 4.6 eV/A. The LUMO energy comes out at 0.557 eV. The HOMO energy comes out at -0.3228 hartree. The calculation puts the molar mass at 167.30 g mol⁻¹.


No. 11
Formula: C5H13NOSi
Source: the Open Molecules 2025 dataset
Level of theory: wB97M-V/def2-TZVPD

Each line ends with the natural charge from an NBO analysis.
Atoms and positions in Å:
C: -0.129 -0.446 -1.193  0.67
C: 0.255 2.859 -0.668  -0.69
C: -0.482 -2.798 -1.400  -0.44
C: 0.528 -1.956 0.583  -0.40
C: 0.635 1.877 0.443  -0.65
N: 0.059 -1.616 -0.766  -0.48
O: -0.688 0.031 -2.132  -0.56
Si: -0.282 1.698 1.973  0.83
H: -0.374 2.226 -1.324  0.26
H: 1.104 3.308 -1.202  0.22
H: -0.331 3.746 -0.315  0.21
H: -1.539 -2.986 -0.894  0.20
H: -0.677 -2.742 -2.535  0.24
H: 0.066 -3.753 -1.142  0.22
H: 1.482 -2.406 0.454  0.21
H: 0.586 -0.970 1.041  0.23
H: -0.281 -2.511 1.172  0.21
H: 1.713 1.553 0.203  0.23
H: -0.213 2.931 2.948  -0.16
H: 0.368 0.563 2.809  -0.17
H: -1.800 1.393 1.943  -0.15

Its energy above the lowest of the compared OMol25 structures with the same formula, charge and spin is 143.0 kcal per mole. Its net charge is 0. The frontier orbital gap (alpha / beta) is 8.5 / 7.8 eV. The value obtained for the largest force on an atom is 4.7 eV/A. The LUMO energy (alpha / beta) comes out at 0.387 / -0.002 eV. The HOMO energy (alpha / beta) comes out at -0.2994 / -0.2877 hartree. The calculation puts the molar mass at 131.25 g mol⁻¹.


No. 12
Formula: C5H13NP
Source: the Open Molecules 2025 dataset
Level of theory: wB97M-V/def2-TZVPD

Each line ends with the natural charge from an NBO analysis.
Atoms and positions in Å:
C: 0.047 1.377 -0.713  0.02
C: 2.967 -0.934 0.646  -0.70
C: -3.003 0.642 0.177  -0.66
C: 2.441 -0.127 -0.484  0.05
C: -2.170 -0.521 -0.122  -0.66
N: 0.416 0.305 -0.148  -0.62
P: -0.532 -0.668 0.834  0.83
H: -0.879 1.822 -0.583  0.20
H: 0.762 2.187 -1.122  0.21
H: 3.870 -1.381 0.285  0.28
H: 3.028 -0.295 1.553  0.25
H: 2.228 -1.773 0.913  0.25
H: -4.153 0.524 0.159  0.27
H: -2.985 0.899 1.333  0.23
H: -2.719 1.667 -0.259  0.21
H: 2.365 -0.758 -1.332  0.22
H: 2.744 0.894 -0.508  0.22
H: -1.818 -0.736 -1.142  0.23
H: -2.583 -1.397 0.255  0.25
H: -0.023 -1.727 0.256  -0.07

Its energy above the lowest of the compared OMol25 structures with the same formula, charge and spin is 73.4 kcal per mole. Its net charge is +1. The frontier orbital gap is 8.9 eV. The value obtained for the largest force on an atom is 5.4 eV/A. The LUMO energy comes out at -4.568 eV. The HOMO energy comes out at -0.4947 hartree. The calculation puts the molar mass at 118.14 g mol⁻¹.